{"formula": "C32H39BF4N3O2PSTl", "method": "ωB97M-V with the def2-TZVPD basis set", "elements": ["Tl", "O", "C", "O", "C", "C", "C", "C", "C", "C", "C", "C", "C", "N", "H", "H", "H", "H", "H", "H", "C", "C", "C", "C", "N", "C", "S", "N", "C", "C", "C", "C", "H", "H", "H", "H", "H", "H", "H", "H", "H", "H", "H", "H", "H", "H", "H", "H", "H", "H", "H", "H", "F", "B", "F", "F", "F", "C", "P", "C", "C", "C", "C", "C", "C", "C", "C", "C", "C", "C", "C", "H", "H", "H", "H", "H", "H", "H", "H", "H", "H", "H", "H", "H"], "xyz": [[0.74272, -0.82408, -1.62773], [-3.52481, -0.16423, -0.48559], [-2.41937, -0.70655, -0.31822], [-1.33601, -0.14042, -0.02079], [-2.34450, -2.22866, -0.50221], [-3.50051, -3.03215, -0.34571], [-3.39122, -4.37773, -0.51664], [-2.13957, -4.94462, -0.86426], [-1.93815, -6.33161, -1.05697], [-0.69982, -6.81039, -1.38128], [0.39362, -5.92717, -1.52976], [0.22362, -4.58402, -1.35868], [-1.04653, -4.06552, -1.02049], [-1.17799, -2.72005, -0.82780], [-4.43202, -2.54633, -0.09323], [-4.24978, -5.02830, -0.39035], [-2.77999, -7.00465, -0.93937], [-0.55114, -7.87341, -1.52393], [1.37879, -6.30380, -1.77057], [1.06515, -3.91231, -1.46574], [0.05107, 5.52616, 1.70430], [0.37544, 5.41579, 0.21793], [1.32646, 4.26855, -0.11028], [0.74271, 2.88999, 0.18631], [-0.59286, 2.65165, -0.34190], [-0.83896, 2.36136, -1.64429], [0.33276, 2.46796, -2.84796], [-2.10285, 1.94257, -1.88084], [-2.52678, 1.37389, -3.15021], [-2.83793, 2.40857, -4.23040], [-3.74035, 3.54154, -3.74978], [-5.12129, 3.06833, -3.30701], [-0.54740, 6.41379, 1.91713], [0.96614, 5.58825, 2.29968], [-0.51387, 4.65986, 2.05359], [0.81629, 6.35213, -0.13439], [-0.54952, 5.27556, -0.34652], [2.23641, 4.35833, 0.49527], [1.62329, 4.32396, -1.15542], [0.63996, 2.77587, 1.26772], [1.43677, 2.11044, -0.14874], [-1.14198, 2.05964, 0.27198], [-2.58315, 1.53210, -1.07804], [-3.42700, 0.80171, -2.91811], [-1.77550, 0.66932, -3.51996], [-3.32661, 1.87351, -5.05267], [-1.90528, 2.81969, -4.61596], [-3.84046, 4.27849, -4.55125], [-3.24772, 4.05063, -2.91796], [-5.60069, 2.47536, -4.09069], [-5.77636, 3.91053, -3.07733], [-5.06007, 2.44662, -2.41220], [3.08184, -2.18055, -1.13302], [3.63998, -3.39871, -1.65937], [3.33721, -4.42871, -0.74829], [5.01061, -3.24492, -1.80503], [3.01146, -3.65576, -2.88680], [1.60286, -2.77220, 1.70009], [1.53914, -0.97510, 1.33612], [3.28009, -0.48150, 1.61579], [3.95347, -0.74485, 2.80844], [5.27908, -0.37724, 2.96716], [5.95150, 0.26090, 1.93103], [5.29331, 0.52770, 0.74157], [3.96337, 0.15752, 0.58730], [0.72183, -0.31514, 2.83289], [-0.41682, -0.94588, 3.33395], [-1.10123, -0.41747, 4.41833], [-0.66566, 0.75794, 5.01385], [0.45320, 1.40592, 4.50990], [1.13816, 0.87579, 3.42620], [1.93557, -2.96268, 2.72149], [2.28444, -3.23797, 0.98658], [0.61411, -3.20914, 1.55291], [3.43347, -1.23789, 3.62234], [5.79126, -0.59197, 3.89695], [6.99039, 0.54165, 2.05163], [5.81410, 1.01052, -0.07497], [3.46307, 0.35134, -0.35407], [-0.78483, -1.84917, 2.86237], [-1.98445, -0.92052, 4.79173], [-1.19741, 1.16902, 5.86262], [0.79510, 2.33027, 4.95911], [2.00863, 1.39266, 3.03853]], "forces_ev_per_angstrom": [[-0.2, 0.1, 0.0], [-0.1, -0.1, 0.0], [0.0, -0.1, 0.2], [0.1, 0.0, 0.0], [0.1, 0.2, -0.1], [0.0, 0.0, 0.0], [0.0, 0.0, 0.0], [-0.1, 0.0, 0.0], [0.0, 0.0, 0.0], [0.0, 0.0, 0.0], [0.0, 0.0, 0.0], [0.0, 0.1, 0.0], [0.0, 0.0, 0.0], [0.1, -0.1, 0.0], [0.0, 0.0, 0.0], [0.0, 0.0, 0.0], [0.0, 0.0, 0.0], [0.0, 0.0, 0.0], [0.0, 0.0, 0.0], [0.0, 0.0, 0.0], [0.0, 0.0, 0.0], [0.0, 0.0, 0.0], [-0.1, 0.0, 0.0], [0.1, -0.1, 0.1], [0.1, -0.1, 0.2], [-0.2, -0.1, -0.3], [0.0, 0.1, 0.0], [0.3, 0.0, 0.0], [-0.2, 0.0, 0.0], [0.0, 0.0, 0.0], [0.0, 0.0, 0.0], [0.0, 0.0, 0.0], [0.0, 0.0, 0.0], [0.0, 0.0, 0.0], [0.0, 0.0, 0.0], [0.0, 0.0, 0.0], [0.0, 0.0, 0.0], [0.0, 0.0, 0.0], [0.0, 0.0, 0.0], [0.0, 0.0, 0.0], [0.0, 0.1, -0.1], [-0.1, 0.0, 0.0], [-0.1, 0.1, -0.1], [0.1, 0.0, 0.0], [0.0, 0.0, 0.0], [0.0, 0.0, 0.0], [0.0, 0.0, 0.0], [0.0, 0.0, 0.0], [0.0, 0.0, 0.0], [0.0, 0.0, 0.0], [0.0, 0.0, 0.0], [0.0, 0.0, 0.0], [0.0, 0.0, 0.1], [0.0, 0.0, 0.0], [0.0, 0.0, 0.0], [0.0, 0.0, 0.0], [0.0, 0.0, 0.0], [-0.1, 0.0, 0.0], [0.3, -0.1, 0.0], [0.0, 0.0, 0.1], [0.0, 0.0, 0.0], [0.0, 0.0, 0.0], [0.0, 0.0, 0.0], [0.0, 0.0, 0.0], [0.0, 0.0, 0.0], [-0.1, 0.0, -0.1], [0.0, 0.0, 0.0], [0.0, 0.0, 0.0], [0.0, 0.0, 0.0], [0.0, 0.0, 0.0], [0.0, 0.0, 0.0], [0.0, 0.0, 0.0], [0.0, 0.0, 0.0], [0.0, 0.0, 0.0], [0.0, 0.0, 0.0], [0.0, 0.0, 0.0], [0.0, 0.0, 0.0], [0.0, 0.0, 0.0], [0.0, 0.0, 0.0], [0.0, 0.0, 0.0], [0.0, 0.0, 0.0], [0.0, 0.0, 0.0], [0.0, 0.0, 0.0], [0.0, 0.0, 0.0]], "lowdin_charge": [0.850, -0.011, -0.638, -0.181, -0.179, 0.003, -0.009, -0.160, -0.049, -0.081, -0.048, -0.002, -0.203, 0.101, 0.112, 0.112, 0.106, 0.098, 0.113, 0.074, -0.116, -0.267, -0.219, -0.233, 0.007, -0.841, 0.601, 0.008, -0.232, -0.219, -0.270, -0.114, 0.063, 0.070, 0.064, 0.101, 0.099, 0.112, 0.067, 0.102, 0.085, 0.121, 0.099, 0.111, 0.095, 0.110, 0.071, 0.099, 0.098, 0.071, 0.063, 0.067, -0.060, -1.282, 0.092, 0.123, 0.096, -0.230, 0.962, -0.378, -0.096, -0.089, -0.093, -0.073, -0.099, -0.361, -0.092, -0.088, -0.102, -0.092, -0.108, 0.047, 0.032, 0.032, 0.106, 0.097, 0.097, 0.104, 0.084, 0.100, 0.100, 0.095, 0.099, 0.102], "fmax_ha_per_bohr": 0.007, "relative_energy_kcal_mol": 0.0, "homo_energy_ev": -5.6, "total_charge": -1}

{"formula": "C4H6N2S", "method": "ωB97M-V with the def2-TZVPD basis set", "elements": ["C", "C", "N", "C", "C", "S", "N", "H", "H", "H", "H", "H", "H"], "xyz": [[1.45031, 2.28636, -0.98355], [0.97359, 1.09321, -0.33595], [1.70659, 0.16429, 0.23190], [0.88687, -0.84191, 0.63962], [-0.41020, -0.57877, 0.29542], [-1.82435, -1.50104, 0.37170], [-0.35308, 0.65713, -0.29157], [0.97923, 2.38148, -2.01945], [2.63166, 2.12854, -1.05673], [1.31719, 3.28398, -0.37950], [1.29428, -1.61316, 1.26097], [-2.80810, -0.70481, -0.19016], [-1.10265, 1.03735, -0.83794]], "forces_ev_per_angstrom": [[2.3, 2.4, -0.9], [-1.4, -2.7, 1.2], [0.5, 1.0, 0.0], [-0.2, -0.2, 0.5], [1.3, 1.5, -0.5], [-2.2, -1.2, 0.1], [0.5, 0.8, -0.7], [0.8, 0.2, 1.3], [-2.6, 0.5, -0.1], [0.0, -1.9, -1.1], [-0.1, -0.5, -0.1], [1.2, -0.2, 0.4], [-0.1, 0.2, 0.0]], "lowdin_charge": [-0.062, -0.439, 0.083, -0.174, -0.738, 0.810, 0.072, 0.091, 0.124, 0.106, 0.097, -0.107, 0.137], "fmax_ha_per_bohr": 0.068, "relative_energy_kcal_mol": 20.0, "homo_energy_ev": -7.9, "smiles": "Cc1ncc(S)[nH]1"}

{"formula": "C40H42F5N4PtS2", "method": "ωB97M-V with the def2-TZVPD basis set", "elements": ["Pt", "S", "C", "N", "C", "C", "N", "C", "C", "C", "C", "C", "C", "C", "C", "S", "C", "C", "C", "C", "C", "C", "C", "H", "H", "H", "H", "H", "H", "H", "H", "H", "H", "H", "H", "H", "H", "H", "H", "H", "H", "C", "C", "C", "C", "C", "C", "C", "C", "N", "C", "C", "C", "C", "N", "C", "C", "C", "C", "C", "C", "C", "C", "H", "H", "H", "H", "H", "H", "H", "H", "H", "H", "H", "H", "H", "H", "H", "H", "H", "H", "H", "H", "H", "H", "H", "H", "F", "C", "F", "C", "F", "F", "F"], "xyz": [[-0.32002, 0.28107, 0.11261], [-1.17874, 0.60254, 2.28092], [-0.59123, -0.71015, 3.20696], [-0.93961, -0.80251, 4.50458], [-0.49069, -1.95021, 5.25958], [0.96767, -2.19527, 4.89897], [1.06169, -2.42034, 3.47368], [1.96045, -3.46273, 3.02252], [1.54107, -4.78552, 3.60876], [2.22448, -5.32894, 4.68806], [1.80900, -6.52395, 5.25086], [0.70053, -7.17760, 4.73980], [0.01390, -6.63749, 3.66424], [0.42777, -5.44289, 3.10240], [0.30252, -1.66927, 2.65145], [0.41475, -1.86577, 0.95555], [-1.92949, 0.05401, 5.11748], [-3.22799, -0.68975, 5.31908], [-3.91051, -1.18814, 4.21602], [-5.09953, -1.87243, 4.38340], [-5.61898, -2.05797, 5.65395], [-4.93979, -1.56968, 6.75710], [-3.74476, -0.89088, 6.59052], [-1.09361, -2.83815, 5.02653], [-0.59644, -1.73440, 6.32283], [1.35666, -3.07097, 5.42143], [1.56527, -1.31727, 5.18218], [2.97810, -3.21107, 3.33926], [1.92161, -3.49824, 1.93368], [3.10312, -4.82999, 5.07143], [2.35350, -6.94374, 6.08301], [0.37685, -8.11091, 5.17579], [-0.84416, -7.15053, 3.25726], [-0.09716, -5.02799, 2.25330], [-2.08636, 0.92300, 4.47411], [-1.53623, 0.40167, 6.07682], [-3.51376, -1.03063, 3.22385], [-5.62446, -2.25044, 3.51959], [-6.55147, -2.58453, 5.78204], [-5.34117, -1.71178, 7.74900], [-3.22045, -0.50615, 7.45394], [-2.12506, -0.15472, -2.98079], [-1.16457, -1.27483, -3.18297], [-1.46407, -2.27354, -4.09453], [-0.59555, -3.32644, -4.31217], [0.57114, -3.40539, -3.57400], [0.92574, -2.41300, -2.67357], [2.20086, -2.55916, -1.89900], [0.07143, -1.30273, -2.51467], [0.50664, -0.22146, -1.72508], [1.57958, 0.44249, -2.07882], [2.14930, 0.37335, -3.45770], [2.24027, 1.29522, -1.11833], [3.61044, 1.80728, -1.43122], [1.67299, 1.51801, 0.02297], [2.18847, 2.26574, 1.06865], [2.04652, 3.67157, 1.07339], [1.55307, 4.41820, -0.12149], [2.43174, 4.37662, 2.20183], [2.99415, 3.73696, 3.29133], [3.22104, 2.37219, 3.24282], [2.83053, 1.62221, 2.14702], [3.17664, 0.16666, 2.08319], [-3.12023, -0.42842, -3.31556], [-1.80641, 0.71345, -3.55058], [-2.18496, 0.10850, -1.92387], [-2.38431, -2.21229, -4.65367], [-0.83193, -4.08052, -5.04621], [1.24177, -4.23931, -3.70949], [2.32893, -3.59563, -1.59341], [2.19930, -1.93010, -1.01201], [3.06206, -2.29257, -2.50955], [1.48447, -0.17319, -4.12069], [3.12784, -0.10536, -3.47672], [2.26859, 1.39059, -3.82965], [4.28029, 0.97009, -1.61795], [3.99849, 2.39075, -0.60251], [3.60218, 2.42615, -2.32409], [0.83398, 3.83999, -0.68606], [2.38379, 4.64986, -0.78962], [1.09931, 5.35699, 0.18377], [2.28012, 5.44558, 2.22911], [3.28407, 4.30397, 4.16173], [3.70815, 1.88269, 4.07257], [3.08384, -0.29154, 3.06312], [4.21250, 0.04986, 1.76745], [2.55170, -0.36744, 1.37428], [-1.13466, 2.92244, 0.65485], [-1.39793, 2.01105, -0.32899], [-2.71375, 1.67359, -0.14040], [-1.37727, 2.81014, -1.66460], [-0.32066, 2.46324, -2.43693], [-1.28341, 4.12623, -1.48225], [-2.47094, 2.60061, -2.38780]], "forces_ev_per_angstrom": [[-1.1, -1.0, 1.6], [0.5, -1.0, -0.5], [-1.7, 2.6, 1.1], [0.5, -0.2, -1.2], [0.5, -0.5, 0.2], [-0.3, 0.2, 0.8], [-1.1, 1.1, -0.6], [0.3, -0.4, -0.3], [0.1, 0.0, 0.0], [0.1, -0.1, -0.1], [0.0, 0.0, 0.0], [0.0, 0.0, 0.1], [-0.1, 0.0, -0.1], [0.1, 0.0, 0.0], [2.0, -2.1, -1.3], [-0.5, 0.6, 0.6], [-0.6, 0.4, 0.2], [0.0, 0.0, 0.1], [0.0, 0.0, 0.0], [0.0, 0.0, -0.1], [0.0, -0.1, 0.1], [-0.1, 0.0, 0.0], [0.1, 0.1, -0.1], [0.0, 0.1, 0.1], [0.0, 0.0, -0.1], [-0.1, 0.1, -0.1], [0.0, -0.1, -0.1], [-0.1, 0.0, 0.0], [0.1, 0.0, 0.2], [0.1, 0.1, 0.1], [0.0, 0.0, 0.1], [0.0, -0.1, 0.0], [-0.1, -0.1, 0.0], [-0.1, 0.0, -0.1], [0.1, -0.1, 0.2], [0.0, 0.0, -0.1], [0.0, 0.0, -0.2], [-0.1, 0.0, -0.1], [-0.1, -0.1, 0.0], [0.0, 0.0, 0.1], [0.1, 0.1, 0.1], [0.1, 0.0, 0.1], [0.2, 0.2, 0.2], [0.2, -0.2, 0.0], [0.1, 0.0, 0.1], [-0.1, 0.0, -0.1], [-0.2, 0.4, 0.1], [0.1, 0.1, 0.0], [-0.3, -1.1, -1.0], [1.2, 1.6, 0.2], [-1.8, -1.6, -0.8], [-0.1, -0.2, 0.0], [0.5, 1.7, 2.6], [0.0, 0.1, -0.1], [0.7, -0.9, -2.1], [1.0, 1.1, 0.9], [0.1, -0.5, 0.0], [0.0, -0.1, -0.1], [0.0, -0.1, 0.2], [0.1, -0.1, 0.0], [-0.1, 0.3, 0.0], [-0.4, 0.1, -0.5], [0.0, 0.0, -0.1], [-0.1, 0.0, -0.1], [0.0, 0.1, 0.0], [0.0, 0.0, -0.1], [-0.2, 0.0, 0.0], [0.0, -0.1, 0.0], [0.1, -0.2, 0.0], [0.0, 0.0, 0.1], [0.2, -0.1, 0.0], [0.2, 0.0, 0.0], [0.0, 0.0, 0.0], [0.1, 0.0, 0.0], [0.0, 0.0, 0.0], [0.1, -0.1, -0.1], [0.0, 0.0, 0.1], [0.1, 0.1, -0.1], [0.0, 0.1, 0.0], [0.1, 0.1, -0.1], [-0.1, 0.0, -0.1], [0.0, 0.1, -0.1], [0.0, 0.1, 0.1], [0.1, -0.1, 0.1], [0.0, -0.1, 0.2], [0.1, -0.1, 0.0], [0.0, -0.1, 0.0], [0.2, 0.4, 0.1], [-0.1, -0.7, 0.2], [-0.4, 0.2, 0.0], [0.1, 0.2, -0.5], [0.1, -0.1, 0.0], [-0.1, 0.1, 0.2], [-0.2, 0.0, 0.0]], "lowdin_charge": [0.796, 0.842, -0.583, -0.101, -0.084, -0.088, -0.085, -0.118, -0.228, -0.056, -0.065, -0.070, -0.064, -0.030, -0.604, 0.760, -0.123, -0.217, -0.033, -0.064, -0.073, -0.069, -0.041, 0.152, 0.143, 0.126, 0.147, 0.142, 0.080, 0.116, 0.110, 0.110, 0.110, 0.115, 0.082, 0.139, 0.101, 0.109, 0.108, 0.109, 0.113, -0.028, -0.192, -0.032, -0.056, -0.039, -0.220, -0.050, -0.223, -0.038, -0.252, 0.021, -0.250, 0.020, 0.071, -0.213, -0.200, -0.020, -0.037, -0.069, -0.051, -0.207, -0.038, 0.095, 0.085, 0.047, 0.117, 0.110, 0.117, 0.090, 0.023, 0.085, 0.102, 0.099, 0.105, 0.100, 0.094, 0.096, 0.040, 0.094, 0.095, 0.117, 0.105, 0.112, 0.069, 0.095, 0.019, -0.018, -0.541, -0.011, -0.583, 0.116, 0.161, 0.155], "fmax_ha_per_bohr": 0.063, "relative_energy_kcal_mol": 40.2, "homo_energy_ev": [-9.6, -9.6], "total_charge": 1}

{"formula": "C2H4N2", "method": "ωB97M-V with the def2-TZVPD basis set", "elements": ["C", "C", "N", "N", "H", "H", "H", "H"], "xyz": [[-1.41221, -0.05938, 0.78122], [1.82012, 0.66935, -0.39323], [-1.67775, -1.09229, 1.09324], [1.12217, 0.34776, -1.27397], [-1.10848, 0.88634, 0.48536], [2.32578, 1.01057, 0.47629], [-2.04794, -2.13247, 1.10403], [0.97832, 0.37011, -2.27294]], "forces_ev_per_angstrom": [[0.1, 1.0, 0.0], [-2.8, -1.2, -3.4], [-1.9, -5.2, 0.2], [3.3, 1.5, 3.1], [0.2, 1.7, -0.3], [0.7, 0.1, 0.8], [0.9, 2.4, 0.4], [-0.5, -0.4, -0.8]], "lowdin_charge": [0.246, 0.350, 0.355, 0.336, 0.113, 0.153, 0.268, 0.179], "fmax_ha_per_bohr": 0.108, "relative_energy_kcal_mol": 18.5, "homo_energy_ev": -25.4, "total_charge": 2}